This record from the Open Molecules 2025 dataset describes the molecule C6H10FN. The level of theory is ωB97M-V/def2-TZVPD.

```
18
Properties=species:S:1:pos:R:3:lowdin_charge:R:1
C 1.7196 0.9790 -1.1053 -0.03
C 0.6878 0.2985 -0.1773 -0.43
C -0.0839 -0.9915 -0.5868 -0.10
C -1.3740 -0.9704 0.0931 -0.29
F -1.1245 -1.6766 1.3705 -0.10
C -1.5764 0.4558 0.3806 -0.22
N -0.3560 1.1877 0.5754 0.06
C 0.6970 0.2203 1.2894 -0.06
H 2.7596 0.4742 -1.0230 0.09
H 1.3011 0.7306 -2.1822 0.10
H 1.8276 2.0596 -0.7753 0.09
H -0.4564 -0.8189 -1.6272 0.13
H 0.5308 -1.8530 -0.4050 0.13
H -2.2909 -1.4807 -0.4031 0.18
H -2.0006 0.9065 -0.4600 0.11
H -2.3151 0.4360 1.2355 0.15
H 1.4900 0.6770 1.9117 0.11
H 0.5644 -0.6338 1.8890 0.08
```

As for the calculated total energy: -389.13815 Ha. The SMILES is C[C@]12C[C@@H](F)CN1C2. Its charge is 0. As for the orbital gap: 10.6 eV. As for the LUMO energy: 0.92 eV. As for the highest occupied orbital energy: -0.35465 Eh. The calculation puts the energy relative to the best compared isomer or geometry (same formula, charge and spin) at 48.0 kcal/mol.